1.
The following is a quantum chemistry calculation of a single C21H29N3O4 molecule, from the Open Molecules 2025 dataset.

Values from the calculation:
Structure (SMILES): COc1ccc(CCN2C[C@H](C(=O)NCCN3CCCC3=O)CCC2=O)cc1
Frontier orbital gap (eV): 9.25
HOMO energy (hartree): -0.3132
Lowest unoccupied orbital energy (eV): 0.724
F_max (hartree/bohr): 0.0149
Molar mass (g/mol): 387.480
Energy relative to the best compared isomer or geometry (same formula, charge and spin) (kcal per mole): 6.5

The geometry in XYZ format:
```
57
Properties=species:S:1:pos:R:3:nbo_charge:R:1
C 0.96168 4.39575 1.31312 -0.254
O 1.82477 3.40045 0.81762 -0.515
C 1.59371 2.90230 -0.43150 0.359
C 2.46522 1.89773 -0.85347 -0.297
C 2.28739 1.28991 -2.07856 -0.192
C 1.24819 1.66651 -2.92248 -0.043
C 1.00087 0.93076 -4.21041 -0.440
C -0.42555 0.33348 -4.28210 -0.221
N -1.00419 0.07810 -2.97973 -0.445
C -0.34341 -0.88393 -2.12806 -0.198
C -0.43823 -0.45081 -0.66630 -0.319
C 0.33001 -1.42329 0.21239 0.707
O 0.13402 -2.62395 0.20094 -0.662
N 1.29205 -0.84159 0.96149 -0.611
C 2.05639 -1.57859 1.93730 -0.236
C 1.41263 -1.49631 3.33321 -0.222
N 0.09993 -2.07746 3.35262 -0.437
C -0.11478 -3.50867 3.32776 -0.214
C -1.61202 -3.62863 3.61615 -0.399
C -2.17370 -2.35015 2.99875 -0.505
C -1.01672 -1.37032 3.08008 0.701
O -1.06508 -0.16555 2.93057 -0.652
C -1.92239 -0.41482 -0.31025 -0.399
C -2.61180 0.62449 -1.18473 -0.489
C -2.09815 0.78047 -2.60574 0.695
O -2.65295 1.55820 -3.36444 -0.655
C 0.41151 2.69603 -2.51455 -0.187
C 0.57156 3.30809 -1.28264 -0.320
H 0.99057 5.29808 0.69428 0.176
H 1.32786 4.63215 2.31083 0.201
H -0.06866 4.03299 1.38387 0.180
H 3.27154 1.60566 -0.19856 0.222
H 2.96672 0.50421 -2.37834 0.212
H 1.74397 0.13752 -4.31445 0.205
H 1.12606 1.60835 -5.05767 0.228
H -0.40410 -0.59612 -4.86031 0.197
H -1.10529 1.03286 -4.77272 0.250
H 0.70199 -0.95840 -2.43132 0.209
H -0.79872 -1.87721 -2.23797 0.208
H -0.01815 0.55272 -0.56387 0.222
H 1.30070 0.16366 1.04363 0.408
H 3.07137 -1.17653 1.97733 0.203
H 2.08901 -2.61786 1.60223 0.225
H 2.04564 -2.00838 4.06330 0.202
H 1.30171 -0.44592 3.61845 0.227
H 0.12188 -3.90814 2.33397 0.212
H 0.51007 -4.00104 4.07661 0.195
H -1.78759 -3.63473 4.69298 0.205
H -2.04228 -4.53025 3.18654 0.218
H -2.40408 -2.49429 1.94129 0.236
H -3.06034 -1.96424 3.49743 0.234
H -2.05426 -0.15624 0.74161 0.243
H -2.34702 -1.40669 -0.47809 0.205
H -3.68481 0.43310 -1.24685 0.239
H -2.49922 1.61666 -0.73756 0.232
H -0.39467 3.01697 -3.15635 0.231
H -0.11082 4.09292 -0.99732 0.223
```


2.
The following is a quantum chemistry calculation of a single C21H29N3O4S molecule, from the Open Molecules 2025 dataset.

Values from the calculation:
Structure (SMILES): CC[C@@H](O)[C@H](C)C(=O)N1CC[C@](NC(=O)CN2CSCC2=O)(c2ccccc2)C1
Frontier orbital gap (eV): 9.71
HOMO energy (hartree): -0.3373
Lowest unoccupied orbital energy (eV): 0.534
F_max (hartree/bohr): 0.0017
Molar mass (g/mol): 419.547
Energy relative to the best compared isomer or geometry (same formula, charge and spin) (kcal per mole): 1.4

The geometry in XYZ format:
```
58
Properties=species:S:1:pos:R:3:nbo_charge:R:1
C 1.11238 2.83153 5.90436 -0.610
C 0.78103 2.06768 4.62825 -0.428
C 1.58913 2.54267 3.42679 0.122
O 2.98739 2.32806 3.63011 -0.732
C 1.23070 1.78337 2.15280 -0.329
C 2.07239 2.24227 0.95813 -0.602
C -0.23477 2.00727 1.81579 0.709
O -0.77189 3.09457 1.97407 -0.644
N -0.92614 0.96230 1.29766 -0.448
C -2.30245 1.15527 0.83341 -0.213
C -2.66765 -0.19654 0.22594 -0.433
C -1.31576 -0.73923 -0.26879 0.177
N -0.88629 0.04932 -1.42163 -0.664
C -1.54559 0.09471 -2.60269 0.674
O -2.63016 -0.41192 -2.81989 -0.616
C -0.74133 0.78115 -3.70625 -0.312
N 0.33124 -0.10335 -4.13218 -0.430
C 0.06245 -1.13650 -5.10760 -0.329
S 1.44940 -2.31206 -4.97878 0.209
C 2.47757 -1.11546 -4.09633 -0.623
C 1.52819 -0.09752 -3.49953 0.689
O 1.80973 0.64344 -2.57175 -0.641
C -1.24615 -2.23751 -0.53288 -0.062
C -0.55980 -2.74917 -1.62835 -0.152
C -0.45581 -4.11717 -1.83497 -0.219
C -1.04053 -5.00253 -0.94384 -0.213
C -1.72090 -4.50615 0.15856 -0.203
C -1.81938 -3.13825 0.36205 -0.209
C -0.39577 -0.33121 0.89122 -0.213
H 0.47917 2.50998 6.73122 0.216
H 2.14679 2.67116 6.21636 0.194
H 0.95766 3.90421 5.76713 0.205
H 0.97167 0.99904 4.76959 0.198
H -0.27955 2.18992 4.40004 0.219
H 1.39292 3.60751 3.25795 0.177
H 3.28107 2.89876 4.34634 0.471
H 1.41878 0.72416 2.34866 0.210
H 1.83754 1.67927 0.05204 0.212
H 1.87894 3.29716 0.75625 0.217
H 3.13090 2.11680 1.17391 0.234
H -2.95182 1.44117 1.66009 0.215
H -2.33177 1.96341 0.10032 0.207
H -3.06633 -0.85846 0.99385 0.208
H -3.39187 -0.13028 -0.58089 0.256
H 0.04958 0.43656 -1.41601 0.431
H -1.40396 0.97933 -4.54563 0.231
H -0.29504 1.71131 -3.35508 0.242
H -0.86225 -1.66095 -4.86181 0.231
H -0.01995 -0.71374 -6.11054 0.205
H 3.02110 -1.60696 -3.29395 0.255
H 3.19116 -0.60341 -4.74262 0.243
H -0.09103 -2.08065 -2.33773 0.191
H 0.08407 -4.48083 -2.70037 0.218
H -0.96603 -6.07011 -1.10421 0.215
H -2.17871 -5.18555 0.86595 0.214
H -2.35162 -2.77854 1.23347 0.208
H 0.64552 -0.27483 0.57191 0.216
H -0.46815 -1.07448 1.69012 0.204
```


3.
The following is a quantum chemistry calculation of a single C21H29N3O4S2 molecule, from the Open Molecules 2025 dataset.

Values from the calculation:
Structure (SMILES): CC(C)CNS(=O)(=O)c1ccc(S(=O)(=O)N2CCCN(Cc3ccccc3)C2)cc1
Frontier orbital gap (eV): 9.06
HOMO energy (hartree): -0.3294
Lowest unoccupied orbital energy (eV): 0.095
F_max (hartree/bohr): 0.0190
Molar mass (g/mol): 451.614
Energy relative to the best compared isomer or geometry (same formula, charge and spin) (kcal per mole): 46.3

The geometry in XYZ format:
```
59
Properties=species:S:1:pos:R:3:nbo_charge:R:1
C 6.85654 2.90281 0.15749 -0.603
C 6.32021 1.47370 0.17322 -0.240
C 6.97429 0.66382 1.29117 -0.617
C 4.79291 1.50346 0.32280 -0.221
N 4.17063 0.19345 0.33112 -0.861
S 4.23471 -0.68302 -1.09958 2.306
O 4.51090 0.20568 -2.18621 -0.933
O 5.05841 -1.84230 -0.90453 -0.938
C 2.52239 -1.20382 -1.19093 -0.301
C 2.15334 -2.42394 -0.65687 -0.194
C 0.81775 -2.79492 -0.68423 -0.184
C -0.10703 -1.93574 -1.24816 -0.340
S -1.85013 -2.35885 -1.16201 2.348
O -1.98079 -3.77999 -1.04954 -0.934
O -2.55089 -1.66874 -2.20149 -0.939
N -2.33000 -1.70272 0.27365 -0.707
C -1.94007 -2.35563 1.50004 -0.233
C -2.95825 -1.99723 2.58387 -0.427
C -3.10958 -0.47082 2.64430 -0.215
N -3.40859 0.12569 1.35302 -0.437
C -4.76519 -0.13540 0.86675 -0.270
C -5.11672 0.86249 -0.20421 0.057
C -5.07281 0.51245 -1.54785 -0.251
C -5.37729 1.44724 -2.52332 -0.196
C -5.72772 2.73789 -2.16680 -0.218
C -5.76698 3.09492 -0.82911 -0.209
C -5.46120 2.16228 0.14535 -0.228
C -2.41265 -0.25750 0.39170 -0.074
C 0.26370 -0.71884 -1.79037 -0.143
C 1.59913 -0.34900 -1.76327 -0.192
H 7.93233 2.90184 0.00266 0.214
H 6.39552 3.47512 -0.64336 0.211
H 6.64580 3.39836 1.10336 0.200
H 6.54371 0.99444 -0.78504 0.214
H 6.66957 1.03991 2.26698 0.197
H 6.70897 -0.38882 1.21568 0.210
H 8.05658 0.73775 1.21904 0.219
H 4.35815 2.03705 -0.52359 0.220
H 4.50863 2.01256 1.24872 0.201
H 4.50833 -0.38606 1.08546 0.400
H 2.91658 -3.06537 -0.24566 0.247
H 0.48004 -3.74319 -0.29692 0.246
H -1.92483 -3.42823 1.30416 0.239
H -0.93285 -2.02790 1.80770 0.175
H -3.91799 -2.45078 2.33571 0.209
H -2.62917 -2.38387 3.54859 0.218
H -3.89680 -0.19184 3.34716 0.206
H -2.16990 -0.02702 2.99074 0.193
H -4.86269 -1.15520 0.46969 0.191
H -5.44456 -0.01686 1.71432 0.207
H -4.78604 -0.48896 -1.83540 0.231
H -5.33848 1.16390 -3.56463 0.213
H -5.96865 3.46504 -2.92852 0.212
H -6.03774 4.10183 -0.54594 0.211
H -5.48704 2.44010 1.18890 0.209
H -2.67459 0.13552 -0.59075 0.238
H -1.44210 0.15771 0.71166 0.181
H -0.49296 -0.09465 -2.23867 0.239
H 1.94319 0.58020 -2.18799 0.243
```


4.
The following is a quantum chemistry calculation of 2 unconnected molecules or ions with the total composition C21H29N4O8S in a non-equilibrium geometry, from the Open Molecules 2025 dataset.

Values from the calculation:
Charge: +1
Frontier orbital gap (eV): 8.75
HOMO energy (hartree): -0.4113
Lowest unoccupied orbital energy (eV): -2.443
F_max (hartree/bohr): 0.0601
Molar mass (g/mol): 497.550
Energy relative to the best compared isomer or geometry (same formula, charge and spin) (kcal per mole): 0.0

The geometry in XYZ format:
```
63
Properties=species:S:1:pos:R:3:nbo_charge:R:1
O 1.90571 -0.36860 6.45809 -0.648
O 1.98148 -2.85299 -6.11898 -0.539
O -2.15117 1.18031 7.34628 -0.637
O 3.79706 -1.80481 -5.27192 -0.698
O 0.14072 -1.32372 -4.77773 -0.519
O -1.32264 0.23954 -1.74890 -0.752
O 3.13874 -1.40174 -2.59477 -0.750
O 1.18364 -1.05479 -0.77357 -0.753
S -2.47858 -0.86457 -4.45778 0.228
C 2.09488 0.77402 6.06959 0.677
C 2.45983 -2.01130 -5.38043 0.760
C -0.94717 1.00699 7.19701 0.653
C 0.20804 -0.07649 2.44878 -0.052
C -0.56143 0.62244 3.33663 0.151
C -0.88837 1.49387 1.32814 0.254
C -2.89504 0.23802 -8.88012 -0.185
C -3.39809 1.08835 -7.89025 -0.212
C -2.23237 -0.93926 -8.51567 -0.227
C -3.24262 0.75639 -6.53875 -0.202
C -2.07498 -1.26561 -7.16205 -0.132
C -2.58126 -0.42073 -6.16539 -0.234
N -0.01219 0.47861 1.20098 -0.460
N -0.15818 0.55491 8.17755 -0.594
N 1.10349 1.60399 5.73464 -0.621
N -1.23180 1.60699 2.62906 -0.478
C 3.50038 1.31352 5.95370 -0.711
C -0.60128 0.23422 9.53598 -0.417
C -0.73327 -0.47895 -4.01505 -0.035
C 1.54554 -1.15677 -4.48300 -0.021
C -0.55830 -0.72586 -2.50072 0.040
C 1.77121 -1.54628 -3.01678 0.059
C 0.92694 -0.63923 -2.11963 0.069
C -0.77327 0.26843 4.78924 -0.451
C -0.35345 1.34322 5.81164 -0.111
H 4.19074 -2.39126 -5.94214 0.521
H -2.25474 0.20044 -2.04237 0.498
H 3.74736 -1.69561 -3.30898 0.511
H 2.12983 -1.32256 -0.74765 0.517
H 0.80449 -0.95586 2.67055 0.261
H -1.30334 2.06280 0.49921 0.258
H -3.01810 0.48940 -9.93010 0.224
H -3.91668 2.00038 -8.17254 0.224
H -1.84046 -1.60337 -9.28110 0.226
H -3.65306 1.40980 -5.77587 0.221
H -1.56396 -2.18221 -6.87988 0.228
H 0.32054 0.08578 0.31156 0.490
H 0.79234 0.31558 7.92421 0.420
H 1.38819 2.52723 5.44628 0.405
H -1.93204 2.23153 3.01367 0.455
H 3.74338 1.47405 4.90525 0.231
H 4.19413 0.58792 6.37877 0.256
H 3.58417 2.25009 6.50288 0.232
H 0.20666 0.41915 10.24618 0.211
H -0.88997 -0.81723 9.59246 0.206
H -1.46115 0.84907 9.81372 0.232
H -0.51842 0.56943 -4.24605 0.194
H 1.82474 -0.11003 -4.63610 0.204
H -0.91403 -1.73933 -2.27753 0.195
H 1.45914 -2.58985 -2.88701 0.195
H 1.26257 0.39609 -2.24760 0.183
H -0.24939 -0.66351 5.01225 0.265
H -1.83806 0.06222 4.92043 0.259
H -0.85707 2.26778 5.53166 0.225
```